This record from OMol25 describes 14 unconnected molecules or ions with the total composition C69H201N30O23P11 in a non-equilibrium geometry. The level of theory is ωB97M-V/def2-TZVPD.

The value obtained for the orbital gap is 7.7 eV. The total charge is 0. The molecular weight is 2160.3 g mol⁻¹.

Last column: Mulliken charge in e.
Positions of all 334 atoms, in Å:
O (3.0031, 5.4407, 3.1554)  -0.830
P (2.2380, 4.8240, 4.2820)  0.239
N (2.9007, 3.2975, 4.7872)  0.999
C (2.8282, 2.1390, 3.8940)  -0.099
C (4.2151, 3.3648, 5.4621)  -1.210
N (0.6323, 4.4932, 3.9551)  0.508
C (-0.2441, 3.7871, 4.8985)  -0.470
C (0.1128, 4.6747, 2.5875)  -0.832
N (2.2336, 5.7264, 5.7627)  0.293
C (2.3367, 7.1981, 5.7997)  -1.024
C (1.8539, 5.0823, 7.0386)  -1.094
H (2.7499, 1.2812, 4.5620)  -0.215
H (3.7226, 2.0025, 3.2862)  -0.147
H (1.9174, 2.1187, 3.2955)  -0.271
H (4.4883, 2.3510, 5.7549)  0.316
H (4.1872, 3.9390, 6.3882)  0.473
H (5.0315, 3.6739, 4.8093)  0.209
H (-0.7877, 3.0658, 4.2882)  0.061
H (0.3564, 3.1491, 5.5470)  0.214
H (-0.9405, 4.5356, 5.2765)  0.164
H (-0.6736, 3.9378, 2.4245)  -0.076
H (-0.2800, 5.6840, 2.4639)  0.370
H (0.9042, 4.6047, 1.8412)  0.311
H (2.5645, 7.5643, 6.8008)  0.337
H (3.1576, 7.5459, 5.1727)  0.258
H (1.4077, 7.6025, 5.3980)  0.314
H (2.1057, 4.0219, 7.0208)  0.392
H (0.8200, 5.2464, 7.3423)  0.202
H (2.4186, 5.6539, 7.7751)  0.393
O (-7.1305, -4.9294, -2.2104)  -0.954
P (-6.1422, -4.0098, -2.7515)  0.217
N (-5.5969, -2.7880, -1.6473)  0.841
C (-6.5054, -2.4406, -0.4821)  -0.802
C (-4.4166, -1.9132, -1.9471)  0.204
N (-6.8300, -3.0617, -3.9900)  0.560
C (-6.1429, -1.9959, -4.7649)  -0.581
C (-8.1582, -3.3255, -4.4593)  -1.171
N (-4.6756, -4.7310, -3.3427)  0.545
C (-3.6979, -5.2066, -2.3575)  -0.268
C (-4.6952, -5.4936, -4.6158)  -1.063
H (-7.5131, -2.2006, -0.8212)  0.285
H (-6.1270, -1.6262, 0.1357)  0.198
H (-6.6507, -3.3090, 0.1604)  0.180
H (-3.4905, -2.4591, -1.7668)  -0.422
H (-4.4339, -1.0020, -1.3493)  0.282
H (-4.4274, -1.6382, -3.0018)  -0.514
H (-5.0647, -2.1557, -4.7659)  -0.545
H (-6.4060, -1.9825, -5.8226)  0.430
H (-6.3449, -1.0132, -4.3387)  0.282
H (-8.7487, -4.0152, -3.8562)  0.335
H (-8.7491, -2.4116, -4.5192)  0.364
H (-8.1944, -3.6764, -5.4906)  0.313
H (-2.7849, -5.3956, -2.9222)  -0.287
H (-3.4470, -4.4818, -1.5830)  -0.030
H (-4.0117, -6.1226, -1.8570)  0.408
H (-3.7025, -5.8364, -4.9077)  0.324
H (-5.2035, -4.8927, -5.3700)  0.319
H (-5.2878, -6.4056, -4.5443)  0.321
O (3.3508, -4.9056, 5.6318)  -0.916
P (4.0034, -4.0426, 4.5875)  0.399
N (3.0674, -4.0013, 3.2086)  0.575
C (1.9204, -4.8471, 3.0980)  -0.927
C (3.3642, -3.1490, 2.0463)  -0.076
N (5.5348, -4.5684, 4.0006)  0.194
C (6.4867, -3.7122, 3.2141)  -0.935
C (5.8861, -5.9729, 3.8518)  -1.079
N (4.2961, -2.4589, 5.1558)  0.797
C (3.1914, -1.5453, 5.3346)  -0.759
C (5.3297, -2.1629, 6.1815)  -1.200
H (1.4554, -4.8728, 4.0835)  0.415
H (2.3736, -5.7393, 2.6661)  0.238
H (1.2268, -4.5053, 2.3298)  0.083
H (4.1948, -2.4933, 2.3077)  0.045
H (2.4399, -2.6194, 1.8153)  -0.158
H (3.6160, -3.7560, 1.1767)  0.123
H (6.3228, -2.6347, 3.2310)  -0.030
H (7.5563, -3.7965, 3.4065)  0.388
H (6.5067, -4.0306, 2.1719)  0.564
H (5.7440, -6.5025, 4.7938)  0.261
H (5.2787, -6.3752, 3.0411)  0.314
H (6.9531, -6.0226, 3.6342)  0.413
H (3.5670, -0.5354, 5.4993)  0.217
H (2.5389, -1.6372, 4.4663)  -0.097
H (2.6281, -1.7564, 6.2435)  0.264
H (6.2138, -2.7262, 5.8830)  0.396
H (4.9946, -2.5844, 7.1292)  0.335
H (5.7424, -1.1541, 6.1847)  0.255
O (-3.7134, 5.5052, -3.3232)  -0.909
P (-2.7923, 5.9023, -2.2179)  0.122
N (-2.2631, 7.4872, -2.4585)  0.365
C (-3.1671, 8.6402, -2.2645)  -0.987
C (-1.1645, 7.8177, -3.3895)  -0.966
N (-1.3731, 4.9159, -2.1337)  1.373
C (-0.9382, 4.1199, -3.3261)  -0.966
C (-0.4972, 5.0498, -0.9896)  -0.739
N (-3.4085, 6.0430, -0.6621)  0.377
C (-4.4812, 5.0423, -0.3158)  -0.090
C (-2.8590, 6.7952, 0.4890)  -0.809
H (-3.9467, 8.6398, -3.0263)  0.282
H (-2.6735, 9.6102, -2.3245)  0.354
H (-3.6578, 8.5443, -1.2959)  0.258
H (-0.7930, 8.7715, -3.0149)  0.428
H (-1.6702, 7.8675, -4.3538)  0.300
H (-0.3840, 7.0667, -3.2673)  0.108
H (-1.7267, 3.8877, -4.0420)  0.332
H (-0.2141, 4.6639, -3.9326)  0.225
H (-0.4665, 3.1644, -3.0966)  0.128
H (-0.1553, 6.0492, -0.7204)  0.542
H (-0.9666, 4.6412, -0.0947)  -0.237
H (0.4986, 4.6311, -1.1346)  -0.161
H (-5.3378, 5.1685, -0.9780)  0.345
H (-4.0747, 4.0447, -0.4820)  -0.342
H (-4.7373, 4.9818, 0.7420)  -0.133
H (-1.9935, 7.4299, 0.2984)  0.406
H (-2.4812, 6.0674, 1.2071)  -0.117
H (-3.6032, 7.3523, 1.0582)  0.545
O (1.2936, -1.0068, -1.1706)  0.003
P (0.6992, -0.0975, -0.1682)  -1.359
N (-0.6189, 0.8447, -0.7510)  1.477
C (-1.5453, 0.3171, -1.7710)  0.201
C (-1.2088, 2.0048, -0.0218)  1.252
N (1.8346, 0.8744, 0.6750)  2.165
C (2.9522, 0.1419, 1.3730)  0.307
C (2.4027, 1.9692, -0.0512)  -0.406
N (-0.0623, -0.9010, 1.2181)  0.866
C (-0.9356, -2.0234, 0.9929)  0.287
C (-0.5589, -0.0607, 2.3916)  -0.646
H (-2.1585, 1.0847, -2.2431)  -0.380
H (-2.2036, -0.4303, -1.3282)  0.182
H (-0.9256, -0.3095, -2.4125)  -0.626
H (-1.8615, 2.5558, -0.6989)  -0.082
H (-0.4271, 2.6845, 0.3175)  -0.991
H (-1.8157, 1.6868, 0.8259)  -0.604
H (2.5354, -0.3752, 2.2373)  -0.480
H (3.3575, -0.6098, 0.6957)  0.184
H (3.6838, 0.8750, 1.7131)  -0.678
H (3.0380, 2.5923, 0.5784)  -0.058
H (3.0683, 1.5750, -0.8190)  0.301
H (1.6923, 2.6193, -0.5618)  -0.459
H (-1.6292, -1.5908, 0.2718)  -0.275
H (-0.4901, -2.9911, 0.7622)  -0.451
H (-1.5388, -2.2142, 1.8805)  -0.468
H (-0.6669, -0.7270, 3.2475)  0.428
H (-1.5285, 0.4226, 2.2720)  0.313
H (0.1849, 0.6814, 2.6815)  -0.240
O (4.6187, 2.2531, -7.2004)  -0.893
P (3.3542, 1.8966, -6.5184)  0.114
N (2.9163, 0.2381, -6.4437)  0.745
C (1.9087, -0.2594, -5.4939)  -0.974
C (3.2664, -0.6877, -7.4567)  -1.069
N (2.0186, 2.5087, -7.3709)  0.485
C (0.5936, 2.2217, -7.0670)  -0.896
C (2.2343, 2.9990, -8.7268)  -1.109
N (3.1087, 2.4697, -4.9229)  0.682
C (2.6464, 3.8110, -4.6295)  -1.007
C (3.9319, 1.9561, -3.8552)  -1.074
H (2.3931, -1.0377, -4.9042)  0.038
H (1.0296, -0.5985, -6.0419)  0.523
H (1.6527, 0.5017, -4.7568)  0.149
H (2.3244, -1.1544, -7.7445)  0.271
H (3.8119, -1.4527, -6.9042)  0.293
H (3.8773, -0.2923, -8.2683)  0.304
H (-0.0435, 3.0599, -7.3493)  0.620
H (0.2980, 1.2517, -7.4666)  0.195
H (0.5477, 2.2275, -5.9779)  -0.071
H (1.4818, 3.5942, -9.2439)  0.285
H (3.1023, 3.6571, -8.7662)  0.335
H (2.4878, 2.1726, -9.3908)  0.370
H (2.3221, 3.8224, -3.5889)  0.085
H (3.5606, 4.4005, -4.6984)  0.323
H (1.8738, 4.1552, -5.3170)  0.488
H (3.4749, 1.0592, -3.4370)  -0.322
H (4.0623, 2.6701, -3.0420)  0.560
H (4.9017, 1.6984, -4.2807)  0.465
O (-0.1323, -6.5778, -4.1208)  -0.946
P (0.6656, -6.3663, -2.9019)  0.545
N (0.1125, -7.2310, -1.4982)  0.433
C (0.9614, -7.7809, -0.4094)  -1.273
C (-1.3171, -7.3366, -1.2991)  -1.293
N (0.7285, -4.7329, -2.2449)  0.792
C (0.1067, -3.6768, -3.0103)  -1.153
C (1.5654, -4.3391, -1.1884)  0.421
N (2.3114, -6.9535, -3.1201)  0.276
C (3.1931, -6.1166, -4.0043)  -0.881
C (2.5209, -8.3222, -3.2965)  -1.188
H (1.9966, -7.8736, -0.7380)  0.450
H (0.5844, -8.7846, -0.2130)  0.363
H (0.8983, -7.1995, 0.5105)  0.234
H (-1.5305, -8.3840, -1.0857)  0.465
H (-1.8489, -7.1364, -2.2293)  0.275
H (-1.6268, -6.6321, -0.5271)  0.489
H (0.8689, -3.3968, -3.7374)  0.359
H (-0.6838, -4.0745, -3.6468)  0.236
H (-0.2978, -2.8087, -2.4896)  0.113
H (2.4497, -3.8058, -1.5373)  -0.312
H (0.9400, -3.6799, -0.5863)  -0.776
H (1.8915, -5.1880, -0.5875)  0.430
H (4.2149, -6.3706, -3.7223)  0.421
H (3.0163, -6.2719, -5.0686)  0.314
H (3.1339, -5.0621, -3.7348)  0.036
H (3.5886, -8.5401, -3.2739)  0.393
H (2.0967, -8.6166, -4.2565)  0.340
H (2.0754, -8.9096, -2.4936)  0.370
O (-3.3750, -5.1552, 1.3805)  -0.426
P (-3.7011, -5.4387, 2.8005)  -0.139
N (-3.1249, -4.3364, 3.9594)  0.572
C (-3.7831, -3.0082, 4.0586)  -0.807
C (-1.7521, -4.2908, 4.5249)  -1.164
N (-2.9943, -6.9433, 3.3367)  0.443
C (-2.9783, -8.0692, 2.3622)  -0.914
C (-3.0265, -7.3145, 4.7420)  -1.360
N (-5.3914, -5.5955, 3.0250)  0.392
C (-6.2432, -6.1411, 1.9321)  -1.010
C (-5.9729, -5.8097, 4.3887)  -1.198
H (-3.3040, -2.2012, 3.5044)  0.071
H (-3.7151, -2.7364, 5.1120)  0.276
H (-4.7883, -3.2220, 3.6954)  0.342
H (-1.0831, -3.9264, 3.7453)  0.202
H (-1.3403, -5.2770, 4.7388)  0.388
H (-1.6227, -3.5983, 5.3566)  0.478
H (-2.9992, -7.8101, 1.3037)  0.101
H (-2.0754, -8.6568, 2.5287)  0.368
H (-3.8397, -8.7180, 2.5205)  0.286
H (-3.1049, -6.4894, 5.4499)  0.466
H (-3.8920, -7.9732, 4.8127)  0.321
H (-2.0654, -7.7814, 4.9578)  0.373
H (-6.3770, -7.2038, 2.1341)  0.347
H (-7.2432, -5.7144, 1.8540)  0.391
H (-5.7764, -6.0818, 0.9489)  0.165
H (-6.5644, -4.9198, 4.6037)  0.311
H (-5.1741, -5.8496, 5.1292)  0.418
H (-6.6396, -6.6720, 4.3775)  0.336
O (7.9907, 3.8036, 2.1051)  -0.953
P (8.2780, 2.4908, 1.4438)  0.205
N (9.9427, 2.0778, 1.4205)  0.193
C (10.8146, 2.1656, 2.5735)  -1.116
C (10.5285, 1.4240, 0.2751)  -1.126
N (7.7285, 2.3949, -0.2133)  0.514
C (6.3584, 1.9745, -0.5230)  -0.635
C (8.3161, 3.4703, -1.1432)  -1.033
N (7.5434, 1.1479, 2.2926)  0.552
C (7.9173, -0.2216, 2.0900)  -0.634
C (6.6177, 1.3938, 3.3881)  -1.205
H (10.6011, 1.2508, 3.1264)  0.308
H (10.6170, 3.0653, 3.1561)  0.286
H (11.8515, 2.3153, 2.2726)  0.473
H (11.3002, 0.7893, 0.7108)  0.509
H (10.9469, 2.1010, -0.4696)  0.234
H (9.7590, 0.7944, -0.1717)  0.347
H (6.1636, 0.9826, -0.1150)  -0.128
H (5.6265, 2.6373, -0.0613)  0.317
H (6.1470, 2.0291, -1.5909)  0.298
H (8.4130, 3.1478, -2.1799)  0.305
H (7.6989, 4.3681, -1.1094)  0.230
H (9.3293, 3.7177, -0.8262)  0.404
H (8.9720, -0.3550, 2.3305)  0.222
H (7.3996, -0.7944, 2.8595)  -0.027
H (7.6887, -0.5222, 1.0676)  0.351
H (6.6893, 2.3676, 3.8727)  0.373
H (6.5088, 0.5190, 4.0291)  0.388
H (5.6338, 1.5044, 2.9322)  0.414
C (4.1200, -1.8416, -2.7272)  1.011
N (5.4256, -1.2768, -2.3620)  1.149
O (5.9446, -1.6566, -1.3484)  -0.626
O (5.9426, -0.5064, -3.1743)  -0.584
H (3.5453, -1.0589, -3.2225)  -0.758
H (3.6099, -2.0544, -1.7877)  -0.586
H (4.3383, -2.7057, -3.3547)  0.361
C (-1.6874, 0.4296, 7.0258)  -0.618
N (-0.2112, 0.8105, 7.0485)  0.906
O (0.4862, 0.3726, 6.1751)  -0.356
O (0.1876, 1.3936, 8.0692)  -0.574
H (-2.1005, 0.5037, 8.0317)  0.325
H (-1.7496, -0.5647, 6.5835)  0.130
H (-2.2745, 1.0966, 6.3945)  0.209
C (4.4925, 6.1397, 0.4001)  -0.448
N (3.6753, 6.2772, -0.8424)  0.821
O (2.9846, 5.3350, -1.2440)  -0.375
O (3.6573, 7.3981, -1.3685)  -0.558
H (4.3805, 7.0042, 1.0544)  0.275
H (5.5110, 6.0602, 0.0199)  0.257
H (4.1092, 5.2372, 0.8762)  0.018
C (-5.1713, 6.4919, 3.4180)  -1.146
C (-3.9915, 5.8426, 4.0190)  -0.456
O (-3.5657, 4.6501, 3.2935)  0.833
P (-4.4130, 3.2701, 3.5394)  -0.072
O (-3.5323, 2.0365, 3.6556)  -0.401
O (-5.4016, 3.4927, 4.8354)  -0.263
C (-6.2862, 2.3947, 5.0198)  0.078
C (-7.2944, 2.8571, 6.0590)  -1.438
O (-5.4148, 3.1937, 2.2891)  -0.292
C (-5.4769, 1.9703, 1.5092)  0.654
C (-6.8432, 1.7962, 0.8174)  -1.420
H (-5.3402, 7.4965, 3.8056)  0.449
H (-5.1644, 6.5434, 2.3292)  0.116
H (-6.0394, 5.8788, 3.6603)  0.233
H (-3.0972, 6.4560, 3.9095)  0.370
H (-4.0334, 5.7140, 5.1006)  0.455
H (-6.8740, 2.0733, 4.1600)  0.114
H (-5.7117, 1.5200, 5.3246)  0.224
H (-7.9730, 3.5262, 5.5300)  0.341
H (-7.8837, 2.0260, 6.4463)  0.405
H (-6.8296, 3.3524, 6.9116)  0.338
H (-4.6308, 2.0496, 0.8266)  -0.345
H (-5.4456, 1.0659, 2.1169)  0.477
H (-6.9940, 0.9680, 0.1249)  0.224
H (-7.6468, 1.9103, 1.5449)  0.357
H (-6.8941, 2.5874, 0.0693)  0.375
C (-5.6442, 2.0642, -2.3169)  -0.357
C (-5.2011, 2.1790, -3.7735)  -0.915
O (-4.7440, 0.9171, -4.0582)  0.344
P (-3.4945, 0.6195, -5.0323)  0.428
O (-2.6202, 1.7568, -5.4909)  -0.953
O (-2.7515, -0.6910, -4.3960)  0.586
C (-1.6400, -1.2070, -5.1061)  1.337
C (-2.0406, -2.5533, -5.7698)  -1.557
O (-4.1783, -0.1826, -6.2707)  0.229
C (-4.9426, 0.4898, -7.3129)  -0.359
C (-4.0573, 0.7530, -8.4842)  -1.251
H (-5.9673, 3.0580, -2.0070)  0.392
H (-6.3065, 1.2347, -2.0692)  0.346
H (-4.7460, 1.8548, -1.7360)  -0.154
H (-6.0654, 2.4612, -4.3746)  0.326
H (-4.4349, 2.9448, -3.8941)  0.367
H (-1.2239, -0.6032, -5.9125)  -0.313
H (-0.8187, -1.5297, -4.4662)  -0.646
H (-1.2299, -3.0741, -6.2795)  0.485
H (-2.4506, -3.2891, -5.0781)  0.071
H (-2.7853, -2.3649, -6.5431)  0.332
H (-5.8400, -0.0898, -7.5297)  0.457
H (-5.3383, 1.4784, -7.0799)  0.303
H (-4.7318, 0.7119, -9.3395)  0.438
H (-3.4566, 1.6624, -8.4675)  0.235
H (-3.3943, -0.1081, -8.5674)  0.243

Force components x, y, z for each atom (eV/Å):
-1.06 0.04 0.74
0.68 -0.51 1.42
-0.06 1.69 0.07
-0.42 0.05 0.93
-0.33 -0.64 -0.06
1.01 -0.21 -0.96
0.45 0.05 -1.61
0.34 0.36 0.55
0.51 -1.20 -0.77
-0.02 -0.86 -0.96
0.48 1.08 -0.49
0.08 -0.31 -0.14
-0.11 0.36 -0.11
0.10 0.32 -0.21
-0.16 -0.23 0.12
-0.02 0.25 -0.30
-0.06 0.49 -0.11
-0.47 -0.04 0.07
-0.18 0.65 0.68
-0.06 -0.51 0.89
0.02 0.03 -0.22
-0.40 0.07 -0.02
0.08 -0.33 0.04
-0.33 -0.23 0.09
-0.04 -0.13 -0.19
-0.05 0.55 0.31
-0.11 0.18 0.20
-0.38 -0.23 -0.34
0.29 -0.55 0.41
-0.81 -0.57 0.68
2.24 2.52 -0.78
-0.11 -0.38 0.55
0.42 -1.02 -1.14
-1.09 -1.06 -0.26
0.82 -0.58 -0.42
0.28 -0.79 0.81
-1.08 0.05 -0.48
-0.92 1.20 0.24
-0.05 0.05 -0.44
-0.92 0.17 0.83
-0.04 0.33 -0.22
0.31 0.01 -0.33
0.28 -0.08 0.07
0.18 0.12 0.16
-0.17 -0.10 0.09
0.12 0.14 0.32
-0.03 -0.03 0.14
-0.43 -0.28 0.01
-0.05 0.08 -0.03
0.50 -0.06 0.19
0.01 0.42 0.32
0.30 -0.40 -0.25
0.12 -0.12 0.10
-0.33 0.08 -0.06
-0.03 -0.18 0.03
0.15 0.57 -0.01
0.39 0.10 -0.20
-0.16 -0.24 0.25
0.98 0.46 -1.40
0.63 -0.42 0.58
0.68 2.28 0.53
0.39 -0.24 -0.44
-0.23 -0.78 0.90
1.12 2.13 0.75
-0.55 -0.18 -0.38
-0.47 0.43 0.45
1.03 0.47 -0.52
-0.50 -0.40 -0.07
0.55 -2.20 -1.23
-0.15 -0.89 -0.30
-1.00 -1.07 0.55
-0.16 0.49 0.13
-0.20 0.18 -0.29
0.16 0.42 -0.16
0.24 -0.07 -0.16
-0.67 -0.21 0.23
0.05 -0.51 1.20
-0.63 0.08 -0.40
-0.33 -0.16 -0.16
0.24 -0.64 -0.05
-0.12 -0.15 -0.23
0.03 0.08 -0.52
-0.23 0.42 0.09
-0.31 -0.26 0.11
0.09 -0.39 0.21
0.15 0.62 0.38
-0.96 0.35 0.11
0.23 -0.73 1.33
1.40 1.20 -0.60
0.68 0.47 1.11
-0.46 -1.20 0.02
-1.29 -0.54 1.24
-1.48 0.22 -1.23
0.12 0.65 -0.05
0.57 0.22 0.39
-1.00 -0.30 0.32
1.27 0.00 -0.50
0.36 -1.08 0.12
-0.19 0.08 -0.15
0.42 -0.26 0.11
-0.04 0.16 -0.02
0.27 0.07 -0.60
0.98 0.19 -0.57
-0.01 0.03 -0.57
-0.50 0.18 0.52
0.29 0.26 0.13
-0.07 -0.02 0.64
-0.64 0.71 -0.31
0.17 -0.08 0.05
-0.28 -0.81 -0.32
-0.09 0.09 0.28
0.00 -0.31 -0.33
-0.06 0.80 -0.10
-0.32 0.05 -0.68
0.09 -0.23 0.21
-0.30 0.24 -0.51
-0.48 -0.01 -0.01
-1.98 0.20 2.73
0.62 1.28 -0.08
1.20 -1.46 0.88
0.64 -0.88 -0.01
-0.84 -0.46 0.38
-1.65 -0.16 -0.36
0.63 0.58 -1.13
2.14 1.45 1.05
-1.00 0.71 -0.22
0.99 -0.82 -0.67
0.51 0.09 -0.22
-0.51 0.20 0.15
-0.21 0.47 -0.75
0.15 0.03 -0.21
-0.06 -0.20 0.13
-0.03 0.09 0.09
0.07 0.01 0.03
0.46 0.08 0.01
-0.02 -0.24 -0.34
-0.23 0.07 0.30
0.28 0.10 -0.43
-0.24 -0.14 0.17
-0.63 -1.34 -0.57
0.18 0.32 -0.54
0.09 0.07 0.16
0.11 -0.19 0.01
-0.06 -0.05 -0.36
-0.03 0.07 -0.26
-0.48 -0.68 0.35
-2.34 -0.10 0.18
0.32 2.95 1.79
1.32 0.55 -0.11
0.11 -1.02 0.75
-0.72 1.52 -0.46
1.79 0.25 1.13
1.55 -0.02 -0.48
-0.83 -1.03 -1.33
0.74 0.02 -0.30
0.50 -0.82 -0.50
-0.44 -0.64 -0.15
-0.07 -0.23 0.21
-0.20 0.14 -0.32
0.08 -0.15 -0.92
0.47 -0.63 -0.61
-0.28 0.08 0.10
0.03 -0.23 -0.50
-0.40 0.08 -0.10
-0.41 -0.48 0.11
-0.78 -0.23 0.79
0.21 -0.11 0.22
-0.11 -0.16 -0.32
-0.34 0.19 -0.12
-0.34 0.98 0.05
0.13 0.00 0.09
0.09 -0.16 0.23
-0.01 0.15 -0.19
0.26 -0.16 0.46
-0.55 0.72 0.28
1.62 -0.26 2.96
1.88 0.15 -1.54
-0.76 0.18 -1.20
0.43 -0.09 -0.42
-1.54 -2.77 -2.29
0.48 -0.49 -1.66
0.15 0.10 0.87
-1.05 4.06 0.80
-0.41 -0.45 1.44
-0.12 -1.57 -0.37
-0.09 0.25 0.13
0.06 -0.17 0.24
0.00 0.16 0.08
-0.32 -0.01 0.53
0.16 0.18 0.07
-0.46 -0.20 0.21
0.01 1.11 -0.25
-0.18 -0.22 0.24
0.40 -0.23 0.58
0.19 0.19 0.09
0.55 0.24 0.43
-0.05 -0.05 0.00
0.13 -0.27 -0.36
-0.03 -0.01 -0.05
-0.52 0.06 -0.15
0.12 -0.02 -0.13
0.09 -0.67 -0.19
-0.19 -0.04 -0.18
-0.28 -0.19 0.56
0.43 -1.67 0.45
-0.20 0.25 0.54
0.16 -1.53 0.00
0.20 -0.59 -1.78
-0.04 2.56 -1.69
-0.01 0.26 0.94
0.06 -0.44 -0.88
0.31 0.40 0.09
0.77 -0.38 0.31
0.53 1.05 -1.32
0.10 -0.14 -0.42
-0.58 0.15 0.08
-0.23 0.82 0.26
0.23 0.29 -0.13
-0.36 0.01 0.35
-0.60 -0.23 0.21
0.08 0.72 0.29
0.06 -0.10 0.05
-0.17 -0.22 0.16
-0.23 0.16 -0.43
0.17 -0.44 0.93
-0.19 -0.58 0.29
-0.16 -0.26 -0.04
0.12 0.44 0.31
0.20 0.36 0.20
-0.28 -0.06 0.29
-0.25 -0.31 -0.02
0.27 -0.18 0.21
0.15 -1.41 -0.36
-0.13 -0.63 0.34
-1.69 1.32 -1.37
-0.90 0.60 0.12
-0.37 -0.73 0.43
1.85 0.61 0.22
0.07 0.48 0.73
-0.54 -0.95 1.24
0.71 2.52 -0.25
0.45 0.29 0.18
-1.46 0.56 -1.27
0.82 0.08 0.69
-0.44 -0.19 0.24
0.00 -0.57 -0.13
0.23 -0.22 -0.58
0.14 0.04 -0.04
0.31 -0.05 -0.40
0.08 -0.14 -0.28
-0.23 0.28 0.18
0.40 -0.34 -0.06
-0.35 -0.45 0.10
0.02 0.10 0.03
-0.15 0.05 0.26
0.34 -0.22 -0.40
-0.19 -0.33 -0.52
0.04 -0.55 0.09
0.89 -0.30 0.34
0.50 0.31 0.37
-0.57 -0.21 0.01
-0.68 0.47 0.54
0.76 0.89 -1.71
0.35 -0.14 0.92
-0.40 -0.54 0.84
0.24 -0.31 -0.23
0.05 -0.39 -0.26
-0.28 0.06 0.08
-0.07 0.23 -0.21
-0.72 -0.20 2.41
0.31 0.25 -0.64
-0.49 -0.36 -1.67
0.42 -0.19 -0.07
0.12 0.08 0.25
0.46 0.24 -0.22
-0.17 -0.79 -0.38
-1.59 1.64 -0.73
1.13 0.68 0.57
0.25 -1.60 0.52
-0.16 -0.06 -0.40
0.05 -0.15 0.38
0.45 0.15 0.15
-1.48 -0.19 -0.23
2.30 0.76 -0.23
-2.04 -1.74 1.37
1.70 -1.67 0.09
-1.59 2.50 -0.13
1.50 0.49 -2.30
-0.77 -0.77 1.44
-0.13 -0.23 -0.18
-0.17 -0.19 0.59
-0.73 -1.20 -0.43
0.59 2.05 -0.82
0.10 -0.05 0.12
0.41 0.03 0.08
-0.31 0.16 0.06
-0.01 0.30 -0.18
-0.49 -0.61 -0.08
0.38 0.45 -0.58
0.12 0.04 0.20
-0.07 0.24 0.39
0.01 -0.09 -0.11
0.06 0.07 -0.17
-0.17 -0.49 -0.14
0.97 0.34 0.50
0.46 -0.74 0.84
-0.04 -0.19 -0.16
-0.52 0.60 0.29
1.03 0.93 0.12
-1.17 1.52 1.71
2.52 -2.56 -1.84
0.61 -0.42 -1.96
-1.58 -1.62 1.35
-0.77 2.21 0.16
0.67 -2.87 -1.31
-0.58 0.26 -0.41
-0.45 1.02 0.50
0.28 0.95 0.61
-0.02 -1.24 -0.93
-0.52 -0.22 0.25
-0.43 0.31 -0.52
0.24 0.03 0.16
0.05 -0.22 -0.41
0.04 0.07 0.04
-0.35 0.71 0.37
-0.11 0.89 0.70
0.43 0.35 0.14
-0.13 0.25 0.31
-0.18 -0.03 0.06
0.42 -0.51 -0.04
-0.01 0.05 1.13
0.33 0.39 -0.42
-0.28 -0.04 0.26
0.20 0.04 -0.28